Formula: C54H52N8O6S
Source: the Open Molecules 2025 dataset
Level of theory: wB97M-V/def2-TZVPD

```
121
Properties=species:S:1:pos:R:3:forces:R:3
C -6.471560 3.308745 -3.157769 0.544 0.004 0.047
S -5.950726 1.707448 -2.503894 -1.542 -1.105 -0.703
O -6.359028 0.738810 -3.490009 0.370 0.066 -0.228
O -6.520089 1.526785 -1.201617 0.738 0.590 0.519
C -4.153439 1.651036 -2.474996 -0.362 0.391 0.428
C -3.433518 2.543710 -3.136295 0.497 0.028 0.295
C -1.924636 2.413478 -3.104755 -0.708 0.003 -0.145
O -1.293485 2.712075 -4.087656 0.185 0.092 0.289
C -1.344653 1.871901 -1.832193 -0.004 0.181 -0.188
C -0.098872 2.294813 -1.373421 0.320 0.293 0.564
C 0.803693 3.316226 -2.045985 0.079 -1.765 -1.435
C 1.453360 2.611248 -3.306899 -0.495 3.928 0.306
C 2.790637 3.331440 -3.887494 0.230 -1.860 0.025
O 1.341719 3.266228 -4.493278 -0.322 -2.740 0.554
C 0.346991 1.745910 -0.161896 -0.088 0.166 -0.414
C -0.410363 0.835897 0.537641 0.210 -0.242 0.616
C -1.656528 0.418845 0.082764 0.104 -0.031 -0.332
O -2.430653 -0.448866 0.792134 0.280 0.053 -0.191
C -2.120184 0.940974 -1.115348 -0.586 0.230 -0.498
C -3.476697 0.557384 -1.668439 0.013 -0.007 0.274
O -3.998121 -0.510504 -1.483693 0.009 0.240 -0.136
H -6.533962 3.222392 -4.244320 0.315 0.058 0.129
H -7.479627 3.510849 -2.789696 0.219 -0.285 0.268
H -5.785027 4.091217 -2.825532 -0.233 0.007 -0.107
H -3.870594 3.356033 -3.710035 0.220 -0.187 -0.135
H 0.240698 4.157479 -2.451527 0.258 0.120 0.193
H 1.627679 3.597441 -1.391738 -0.259 0.211 0.033
H 1.448575 1.517457 -3.320979 0.159 0.155 -0.031
H 3.281705 2.294827 -3.865385 -0.515 -0.011 -0.950
H 3.137980 3.490675 -4.918559 0.812 1.589 0.729
H 1.308624 2.076245 0.220098 -0.123 -0.145 0.053
H -0.045858 0.452724 1.489065 -0.074 0.022 -0.116
H -1.880497 -1.188486 1.074997 -0.020 0.065 0.092
C -4.248425 -1.363648 -7.623822 0.037 -0.067 0.007
C -4.699034 -0.881398 -8.842311 0.014 0.000 0.018
C -5.526814 0.231167 -8.842511 0.015 0.185 0.027
N -5.918707 0.863624 -7.736623 0.158 -0.153 -0.013
C -5.475978 0.382796 -6.572503 -0.114 0.238 -0.070
C -4.642717 -0.720140 -6.462294 0.018 -0.020 -0.035
H -3.599380 -2.229743 -7.580528 -0.001 0.010 -0.004
H -4.416123 -1.356052 -9.772384 -0.016 0.022 -0.011
H -5.901805 0.645419 -9.772671 0.042 -0.053 -0.040
H -5.811456 0.912057 -5.689687 0.023 -0.137 0.030
H -4.314725 -1.063993 -5.490418 -0.052 0.022 0.022
C -8.695215 -4.031265 -9.724936 0.022 -0.080 0.012
C -7.917734 -3.004250 -9.216385 -0.017 -0.026 -0.023
C -8.288720 -1.697979 -9.497527 -0.147 0.119 -0.062
N -9.351688 -1.372009 -10.233829 0.031 -0.195 0.013
C -10.086007 -2.374389 -10.715296 -0.012 0.148 -0.020
C -9.804940 -3.713531 -10.491062 0.028 0.012 0.015
H -8.440395 -5.065097 -9.527129 -0.006 0.008 0.001
H -7.042545 -3.208115 -8.613853 0.001 0.045 0.009
H -7.714457 -0.864621 -9.117507 0.004 -0.034 0.075
H -10.942709 -2.079323 -11.311814 -0.016 -0.063 -0.004
H -10.438675 -4.485518 -10.906149 -0.012 0.021 -0.009
C 5.362513 5.605822 1.692673 0.052 0.076 0.074
C 6.045436 5.430324 0.502744 -0.060 0.092 -0.088
C 5.483516 4.608708 -0.462648 -0.199 -0.021 -0.182
N 4.322099 3.968629 -0.312111 0.015 0.127 0.270
C 3.684210 4.154160 0.844419 -0.024 -0.143 -0.193
C 4.154041 4.955956 1.871202 -0.017 -0.009 0.019
H 5.767619 6.239663 2.471300 0.008 -0.012 -0.007
H 6.993288 5.917318 0.325967 0.025 -0.067 -0.009
H 5.981790 4.443429 -1.412089 0.045 0.067 0.011
H 2.742342 3.624822 0.946991 -0.005 0.041 0.099
H 3.587791 5.066045 2.786167 -0.016 -0.027 -0.013
C -6.027104 -2.872376 3.396574 -0.017 -0.004 -0.003
C -5.631932 -3.477346 4.579006 -0.055 -0.020 -0.086
C -4.294237 -3.407099 4.936432 0.155 0.028 0.027
N -3.362556 -2.793022 4.206116 -0.138 -0.016 -0.042
C -3.765121 -2.219037 3.071817 0.086 -0.154 0.182
C -5.075704 -2.227067 2.623021 -0.037 0.026 -0.046
H -7.062656 -2.902964 3.081886 0.009 0.001 -0.002
H -6.341283 -3.990337 5.212669 0.048 0.048 0.081
H -3.941532 -3.864064 5.854833 -0.077 -0.032 0.013
H -2.990159 -1.730756 2.500140 -0.160 0.029 0.110
H -5.341323 -1.741173 1.693454 0.050 0.011 -0.004
C 9.139935 0.857514 1.828546 -0.027 -0.107 -0.005
C 9.925568 1.860961 2.366259 0.014 0.125 0.034
C 9.602455 3.176043 2.067472 -0.086 0.166 -0.056
N 8.578751 3.534589 1.290626 0.016 -0.294 0.020
C 7.833893 2.549181 0.783040 0.086 0.186 0.019
C 8.070723 1.204442 1.020078 0.022 -0.025 0.016
H 9.358435 -0.181194 2.037069 0.031 0.010 -0.013
H 10.769491 1.629587 3.000508 0.003 -0.025 -0.023
H 10.190110 3.995301 2.468309 0.045 -0.044 0.024
H 7.009562 2.864627 0.156233 -0.005 -0.137 0.029
H 7.431836 0.448618 0.583154 -0.035 0.038 -0.005
C 5.256503 -2.946468 3.117519 0.029 -0.087 0.014
C 6.046353 -1.944771 3.657534 -0.031 -0.011 -0.038
C 5.729184 -0.627064 3.364151 -0.025 0.197 -0.034
N 4.707622 -0.267001 2.587276 0.016 -0.172 0.025
C 3.960946 -1.245101 2.075987 0.001 0.148 -0.007
C 4.189008 -2.592905 2.309025 0.019 0.011 0.008
H 5.469820 -3.987943 3.323396 -0.006 0.008 -0.002
H 6.890313 -2.177841 4.293040 -0.002 0.033 0.010
H 6.318351 0.190397 3.766188 0.047 -0.043 0.014
H 3.138605 -0.922268 1.445804 -0.013 -0.064 -0.014
H 3.547690 -3.343863 1.868117 -0.008 0.019 -0.008
C 11.113979 -1.521466 6.500721 -0.021 -0.024 0.098
C 10.352867 -1.993070 5.444133 0.011 0.020 -0.013
C 10.660752 -1.554634 4.165818 0.079 0.065 -0.121
N 11.647678 -0.700679 3.890699 -0.098 -0.096 0.216
C 12.367728 -0.259096 4.922089 0.038 0.050 -0.172
C 12.145099 -0.635861 6.237732 -0.022 -0.021 -0.018
H 10.906659 -1.840142 7.514470 0.001 0.003 -0.009
H 9.538439 -2.686186 5.606614 0.008 -0.008 -0.021
H 10.092151 -1.901897 3.309708 -0.029 -0.069 0.046
H 13.163311 0.434173 4.670737 0.017 -0.001 0.062
H 12.764032 -0.244933 7.033563 0.010 0.015 -0.021
C -5.666106 -4.007954 10.642694 0.023 -0.008 0.081
C -5.044760 -3.058870 9.848136 -0.032 -0.029 0.008
C -5.417232 -2.972335 8.515506 -0.041 0.034 -0.175
N -6.338376 -3.753437 7.951746 0.040 -0.067 0.187
C -6.923674 -4.661662 8.732534 -0.025 0.027 -0.150
C -6.627591 -4.828585 10.076413 0.022 0.026 -0.004
H -5.404636 -4.106993 11.688756 -0.002 0.000 -0.009
H -4.288357 -2.399367 10.251001 -0.002 0.011 -0.026
H -4.959606 -2.241973 7.856346 0.036 0.013 0.042
H -7.667232 -5.284177 8.246493 -0.012 -0.028 0.060
H -7.136614 -5.581764 10.662144 -0.010 -0.005 -0.024
```
Forces are in eV/Å.

## Properties
Energy above the lowest of the compared OMol25 structures with the same formula, charge and spin: 0.0 kJ/mol
Kohn-Sham gap: 6.884 eV
E_tot: -91873.7630 eV
Structure (SMILES): CS(=O)(=O)C1=CC(=O)c2c(C[C@@H]3CO3)ccc(O)c2C1=O.c1ccncc1.c1ccncc1.c1ccncc1.c1ccncc1.c1ccncc1.c1ccncc1.c1ccncc1.c1ccncc1
HOMO level: -8.2 eV
Net charge: 0